Density functional theory data (ωB97M-V with the def2-TZVPD basis set) for a cluster of 7 separate species, C36H72BClNO9 in total in a non-equilibrium geometry.

CARTESIAN COORDINATES (ANGSTROEM)
C  0.38  -2.20  5.81
C  -0.09  -3.12  4.67
C  -0.45  -2.32  3.42
Cl  1.11  -1.70  2.75
C  -1.25  -3.09  2.36
B  -0.60  -4.50  1.99
O  -0.26  -4.85  0.70
O  -0.43  -5.46  2.93
C  -2.67  -3.39  2.94
C  -3.82  -2.52  2.39
C  -4.92  -2.44  3.48
C  -4.49  -3.19  1.19
N  -3.39  -1.14  2.10
O  -3.28  -0.41  3.16
C  -2.27  -1.00  1.13
C  -2.85  -0.70  -0.25
C  -1.40  0.21  1.46
C  -1.40  -2.28  1.05
H  0.60  -1.21  5.44
H  -0.38  -2.12  6.57
H  1.30  -2.57  6.26
H  0.75  -3.76  4.41
H  -0.90  -3.76  5.00
H  -1.05  -1.48  3.74
H  0.51  -4.34  0.39
H  -0.07  -6.25  2.50
H  -2.63  -3.31  4.02
H  -2.93  -4.42  2.73
H  -5.57  -3.30  3.35
H  -5.53  -1.56  3.32
H  -4.50  -2.44  4.48
H  -4.77  -4.20  1.47
H  -3.86  -3.25  0.32
H  -5.39  -2.63  0.94
H  -2.05  -0.63  -0.97
H  -3.33  0.27  -0.22
H  -3.61  -1.42  -0.55
H  -1.03  0.22  2.47
H  -0.54  0.18  0.79
H  -1.94  1.14  1.26
H  -1.84  -2.93  0.30
H  -0.45  -1.98  0.64
C  -0.02  3.23  -2.71
C  -0.51  2.66  -4.04
C  -1.11  1.33  -3.60
O  -1.60  1.53  -2.27
C  -1.11  2.77  -1.76
H  0.10  4.32  -2.72
H  0.94  2.78  -2.44
H  -1.29  3.30  -4.46
H  0.27  2.55  -4.78
H  -0.35  0.54  -3.57
H  -1.93  1.00  -4.24
H  -1.94  3.48  -1.73
H  -0.75  2.62  -0.74
C  -3.77  6.39  -6.02
C  -3.95  5.65  -7.35
C  -2.81  4.64  -7.29
O  -2.62  4.32  -5.91
C  -3.34  5.26  -5.10
H  -4.67  6.89  -5.67
H  -2.97  7.13  -6.11
H  -4.91  5.14  -7.37
H  -3.89  6.30  -8.22
H  -1.88  5.06  -7.68
H  -3.04  3.72  -7.84
H  -4.21  4.75  -4.67
H  -2.70  5.60  -4.28
C  5.27  -4.95  -0.74
C  4.88  -5.78  0.47
C  3.53  -5.18  0.84
O  2.94  -4.73  -0.39
C  3.93  -4.75  -1.43
H  6.00  -5.43  -1.38
H  5.68  -3.99  -0.42
H  4.76  -6.83  0.19
H  5.59  -5.73  1.29
H  3.64  -4.32  1.50
H  2.86  -5.90  1.31
H  3.69  -5.58  -2.10
H  3.87  -3.82  -1.99
C  -7.81  7.41  -2.51
C  -7.42  6.17  -1.72
C  -6.41  5.52  -2.65
O  -5.78  6.58  -3.37
C  -6.49  7.80  -3.16
H  -8.23  8.21  -1.89
H  -8.55  7.15  -3.27
H  -6.93  6.46  -0.78
H  -8.25  5.52  -1.47
H  -6.91  4.86  -3.38
H  -5.66  4.93  -2.13
H  -5.90  8.44  -2.50
H  -6.62  8.31  -4.11
C  4.80  1.80  6.22
C  4.25  1.29  4.89
C  3.60  -0.02  5.32
O  3.15  0.16  6.66
C  3.71  1.37  7.19
H  4.97  2.88  6.24
H  5.74  1.30  6.46
H  3.49  1.97  4.51
H  5.01  1.15  4.13
H  4.33  -0.85  5.31
H  2.76  -0.30  4.69
H  2.91  2.12  7.26
H  4.08  1.17  8.20
C  9.67  -2.10  -1.34
C  9.18  -2.72  -2.64
C  8.62  -4.05  -2.15
O  8.14  -3.83  -0.82
C  8.61  -2.56  -0.35
H  9.77  -1.01  -1.38
H  10.64  -2.51  -1.07
H  8.38  -2.11  -3.06
H  9.95  -2.84  -3.39
H  9.40  -4.82  -2.11
H  7.80  -4.42  -2.77
H  7.76  -1.86  -0.33
H  8.99  -2.67  0.67

Output
Total charge: 0
HOMO (spin up / spin down), eV: -7.93 / -9.10
Multiplicity: 2
⟨S²⟩: 0.7542
LUMO energy (spin up / spin down), eV: 0.561 / 0.557
Orbital gap (spin up / spin down), eV: 8.49 / 9.66


Density functional theory data (ωB97M-V with the def2-TZVPD basis set) for a cluster of 12 separate species, C36H72O18 in total in a non-equilibrium geometry.

CARTESIAN COORDINATES (ANGSTROEM)
C  -0.28  -1.70  5.69
C  -1.40  -2.53  5.74
C  -1.45  -3.70  5.01
C  -0.28  -4.10  4.33
C  0.84  -3.26  4.28
C  0.83  -2.06  4.99
H  -0.33  -0.73  6.25
H  -2.29  -2.22  6.34
H  -2.32  -4.42  5.09
H  -0.24  -5.05  3.82
H  1.82  -3.59  3.94
H  1.72  -1.47  5.19
C  6.60  -0.90  -0.47
C  6.74  -1.36  -1.78
C  6.86  -2.73  -2.03
C  6.78  -3.67  -0.99
C  6.71  -3.20  0.32
C  6.57  -1.85  0.55
H  6.43  0.14  -0.28
H  6.65  -0.62  -2.60
H  6.96  -3.12  -3.01
H  6.77  -4.69  -1.20
H  6.72  -3.89  1.17
H  6.48  -1.55  1.59
C  0.74  0.77  0.77
C  -0.38  0.76  -0.10
C  -1.08  -0.39  -0.30
C  -0.80  -1.53  0.49
C  0.37  -1.57  1.27
C  1.09  -0.39  1.41
H  1.27  1.69  0.92
H  -0.52  1.58  -0.78
H  -1.86  -0.54  -1.01
H  -1.33  -2.44  0.31
H  0.54  -2.52  1.69
H  2.05  -0.48  1.98
C  -3.82  0.64  -3.71
C  -4.92  0.69  -2.64
O  -4.41  0.43  -1.38
O  -3.21  -0.69  -3.77
H  -3.03  1.31  -3.42
H  -4.29  1.00  -4.70
H  -5.69  -0.01  -2.90
H  -5.30  1.73  -2.77
H  -4.43  1.28  -0.88
H  -2.47  -0.60  -4.34
C  -4.11  5.32  -0.22
C  -4.80  4.24  -1.09
O  -5.00  3.04  -0.46
O  -2.80  4.85  0.20
H  -4.66  5.61  0.70
H  -3.91  6.21  -0.85
H  -4.16  4.01  -1.94
H  -5.69  4.72  -1.57
H  -5.83  3.14  0.02
H  -2.98  4.15  0.87
C  0.98  2.21  -4.43
C  -0.07  1.45  -3.60
O  -0.36  0.19  -4.28
O  0.51  2.51  -5.70
H  1.97  1.69  -4.57
H  1.42  3.12  -3.93
H  -0.99  1.97  -3.69
H  0.16  1.26  -2.56
H  0.50  -0.27  -4.33
H  0.09  1.68  -5.96
C  0.56  6.28  -0.77
C  0.01  5.32  -1.75
O  -0.39  4.02  -1.33
O  -0.42  6.64  0.24
H  0.69  7.18  -1.34
H  1.49  6.01  -0.26
H  0.74  5.14  -2.56
H  -0.84  5.79  -2.22
H  -1.28  3.93  -0.89
H  -1.15  5.96  0.08
C  -0.14  5.48  4.51
C  0.59  4.53  3.58
O  0.47  3.13  3.99
O  0.35  5.39  5.85
H  -1.20  5.19  4.47
H  -0.15  6.54  4.14
H  1.70  4.74  3.64
H  0.29  4.60  2.53
H  -0.43  2.96  3.63
H  0.57  4.45  6.01
C  3.16  -1.58  -3.18
C  2.88  -2.51  -2.02
O  2.42  -3.76  -2.41
O  2.05  -1.42  -4.09
H  3.98  -2.01  -3.76
H  3.49  -0.53  -2.91
H  2.11  -2.01  -1.38
H  3.76  -2.60  -1.36
H  1.78  -4.13  -1.76
H  1.56  -2.20  -4.00
C  -2.93  1.10  3.29
C  -3.31  1.76  4.59
O  -4.24  2.81  4.28
O  -2.15  1.98  2.43
H  -3.81  0.84  2.69
H  -2.33  0.25  3.50
H  -2.44  2.14  5.20
H  -3.90  1.04  5.13
H  -3.78  3.43  3.72
H  -1.69  1.41  1.76
C  -1.67  -3.25  -2.51
C  -1.96  -3.83  -3.96
O  -0.96  -4.76  -4.36
O  -0.27  -2.95  -2.36
H  -1.79  -4.10  -1.88
H  -2.35  -2.41  -2.32
H  -2.07  -3.09  -4.76
H  -2.93  -4.35  -3.99
H  -0.12  -4.41  -4.02
H  -0.12  -2.03  -2.52
C  2.47  -5.51  0.45
C  2.33  -6.40  1.73
O  1.42  -7.49  1.47
O  1.22  -5.10  -0.15
H  3.16  -6.03  -0.25
H  2.94  -4.54  0.75
H  2.05  -5.96  2.72
H  3.27  -6.91  1.81
H  1.00  -7.84  2.30
H  0.70  -5.91  -0.16

Output
Structure (SMILES): c1ccccc1.c1ccccc1.c1ccccc1.OCCO.OCCO.OCCO.OCCO.OCCO.OCCO.OCCO.OCCO.OCCO
Total charge: 0
HOMO, eV: -9.29
LUMO energy, eV: 0.115
ΔE to the lowest compared entry with this formula, charge and spin, kJ/mol: 812.0
Orbital gap, eV: 9.41